Density functional theory data (the ωB97M-V functional and the def2-TZVPD basis) for C38H21F15GeN6OsS2 as an isolated structure.

Its multiplicity is 5. Its net charge is +2. Its energy above the lowest of the compared OMol25 structures with the same formula, charge and spin is 0.0 kJ/mol. The HOMO-LUMO gap (spin up / spin down) comes out at 7.1 / 6.0 eV. As for the expectation value of S²: 6.04. The value obtained for the total energy is -6250.5888 hartree. For the largest force on an atom, the calculation gives 0.519 eV/Å. The value obtained for the lowest unoccupied orbital energy (spin up / spin down) is -6.3 / -7.9 eV. The calculation puts the HOMO energy (spin up / spin down) at -13.400 / -13.892 eV.

Each line ends with the Löwdin spin population.
CARTESIAN COORDINATES (ANGSTROEM)
Os -0.893 0.734 0.477  2.605
C -1.941 -3.283 2.414  0.001
C -1.855 -2.038 1.594  0.007
N -0.899 -1.177 1.709  0.027
N 0.080 -1.435 2.632  0.006
C 1.160 -0.634 2.772  0.027
N 2.074 -1.035 3.655  0.010
S 1.353 0.796 1.910  0.174
C -2.877 -1.736 0.566  0.013
C -3.707 -2.708 0.031  0.006
C -4.614 -2.337 -0.955  0.007
C -4.667 -1.016 -1.362  0.004
C -3.789 -0.107 -0.789  0.018
N -2.920 -0.461 0.153  0.125
H -1.832 -3.043 3.474  0.000
H -1.166 -3.997 2.122  0.000
H -2.908 -3.762 2.304  0.000
H -0.007 -2.279 3.185  0.000
H 2.031 -1.925 4.126  0.002
H 2.896 -0.470 3.794  0.002
H -3.643 -3.734 0.354  0.001
H -5.267 -3.075 -1.396  0.000
H -5.367 -0.686 -2.116  0.001
H -3.778 0.934 -1.088  0.001
C -1.760 1.874 3.357  0.005
N -1.731 2.029 1.900  0.011
C -2.152 3.161 1.396  0.012
C -2.010 3.348 0.016  0.013
C -2.349 4.334 -0.908  0.108
C -1.918 3.871 -2.161  0.032
C -1.331 2.634 -1.963  0.088
N -1.375 2.302 -0.642  0.064
C -2.520 0.660 3.833  0.000
C -2.030 -0.089 4.896  0.000
C -2.780 -1.128 5.432  0.000
C -4.021 -1.437 4.894  0.000
C -4.510 -0.702 3.821  0.000
C -3.766 0.347 3.301  0.000
H -2.232 2.769 3.776  0.000
H -0.730 1.854 3.722  0.000
H -2.590 3.919 2.040  -0.001
H -2.840 5.267 -0.692  0.005
H -2.008 4.380 -3.103  0.000
H -0.878 1.974 -2.684  0.008
H -1.073 0.167 5.335  0.000
H -2.406 -1.681 6.283  0.000
H -4.615 -2.231 5.323  0.000
H -5.486 -0.924 3.414  0.000
H -4.167 0.936 2.487  0.000
F 4.819 -0.059 -0.183  0.001
C 4.256 1.153 -0.240  0.003
C 3.061 1.339 -0.915  0.006
C 2.528 2.617 -0.910  0.002
F 1.369 2.838 -1.556  0.004
C 3.129 3.682 -0.267  0.000
F 2.580 4.888 -0.275  0.000
C 4.330 3.463 0.403  0.001
F 4.923 4.459 1.036  0.000
C 4.896 2.195 0.416  0.001
F 6.031 1.985 1.067  0.000
Ge 2.187 -0.025 -1.962  0.055
S 0.075 -0.391 -1.197  0.490
C 1.907 0.450 -3.814  0.011
C 2.485 1.549 -4.431  0.002
F 3.214 2.415 -3.721  0.000
C 2.345 1.787 -5.791  0.000
F 2.906 2.845 -6.351  0.000
C 1.608 0.899 -6.566  0.002
F 1.463 1.116 -7.858  0.001
C 1.025 -0.218 -5.979  0.000
F 0.325 -1.069 -6.715  0.000
C 1.191 -0.422 -4.620  0.003
F 0.648 -1.522 -4.074  0.002
C 3.041 -1.755 -1.790  0.010
C 4.030 -2.112 -2.690  0.002
F 4.359 -1.263 -3.669  0.000
C 4.713 -3.316 -2.609  0.000
F 5.647 -3.626 -3.489  0.000
C 4.409 -4.195 -1.577  0.000
F 5.049 -5.346 -1.474  0.000
C 3.439 -3.856 -0.642  0.000
F 3.159 -4.681 0.362  0.000
C 2.780 -2.645 -0.761  0.003
F 1.883 -2.336 0.203  0.016

***

Density functional theory data (the ωB97M-V functional and the def2-TZVPD basis) for C38H22Cl5F12InNO2Te as an isolated structure.

Its net charge is -1. Its energy above the lowest of the compared OMol25 structures with the same formula, charge and spin is 132.2 kJ/mol. The HOMO-LUMO gap comes out at 7.2 eV. The value obtained for the total energy is -5624.1586 hartree. For the largest force on an atom, the calculation gives 1.000 eV/Å. The value obtained for the lowest unoccupied orbital energy is 2.2 eV. The calculation puts the HOMO energy at -5.005 eV.

Each line ends with the Mulliken charge.
CARTESIAN COORDINATES (ANGSTROEM)
In -0.211 0.367 0.167  0.505
C 4.188 -4.874 0.055  -1.589
C 3.407 -3.660 0.478  0.723
C 2.711 -3.619 1.679  -1.096
C 1.986 -2.498 2.033  0.039
C 1.933 -1.368 1.219  0.113
N 1.128 -0.277 1.604  0.289
C 1.272 0.246 2.893  0.632
C 2.489 0.029 3.562  -0.193
C 2.698 0.386 4.876  -1.267
C 1.692 1.001 5.607  0.281
C 1.868 1.382 7.050  -1.607
C 0.520 1.294 4.931  -0.641
C 0.281 0.988 3.589  -0.525
C -1.045 1.511 2.984  1.089
O -1.266 1.319 1.657  -0.190
C -2.248 0.837 3.716  0.674
F -2.048 -0.489 3.803  -0.246
F -2.448 1.289 4.974  -0.263
F -3.399 1.017 3.060  -0.238
C -1.125 3.071 3.139  0.370
F -2.276 3.534 2.629  -0.267
F -0.122 3.627 2.440  -0.218
F -1.044 3.572 4.387  -0.295
C 2.626 -1.399 -0.014  -0.801
C 3.340 -2.545 -0.349  -1.096
C 2.455 -0.223 -0.995  2.291
O 1.130 -0.007 -1.282  -0.765
C 3.055 -0.495 -2.403  -0.041
F 2.441 -1.528 -2.987  -0.227
F 2.873 0.573 -3.198  -0.282
F 4.378 -0.768 -2.412  -0.281
C 3.140 1.092 -0.427  0.306
F 4.255 1.439 -1.101  -0.320
F 2.296 2.139 -0.519  -0.218
F 3.506 0.994 0.854  -0.208
H 4.121 -5.665 0.802  0.383
H 3.810 -5.274 -0.887  0.323
H 5.245 -4.645 -0.089  0.319
H 2.718 -4.481 2.336  0.318
H 1.429 -2.482 2.961  0.535
H 3.286 -0.462 3.024  0.493
H 3.656 0.175 5.338  0.346
H 2.734 0.882 7.486  0.372
H 2.016 2.458 7.169  0.295
H 0.995 1.109 7.646  0.366
H -0.260 1.791 5.485  0.526
H 3.865 -2.592 -1.291  0.550
Cl -1.651 -2.008 0.708  -0.056
C -2.326 -2.624 -0.839  1.401
C -2.523 -1.746 -1.873  -1.494
C -3.011 -2.347 -3.020  0.857
Cl -3.323 -1.351 -4.445  -0.228
C -3.294 -3.704 -3.135  -0.603
Cl -3.915 -4.386 -4.602  -0.202
C -3.077 -4.537 -2.039  0.721
Cl -3.423 -6.227 -2.137  -0.224
C -2.578 -3.993 -0.861  -0.674
Cl -2.292 -5.012 0.507  -0.201
Te -2.574 1.031 -1.166  0.625
C -1.992 1.356 -3.149  0.481
C -0.705 1.040 -3.563  0.268
C -0.332 1.299 -4.876  -0.682
C -1.235 1.874 -5.757  -0.558
C -2.516 2.195 -5.331  -0.534
C -2.899 1.937 -4.023  -0.736
C -2.374 3.138 -0.773  0.284
C -1.129 3.744 -0.673  -0.369
C -1.022 5.106 -0.439  -0.634
C -2.167 5.879 -0.304  -0.491
C -3.415 5.283 -0.407  -0.559
C -3.515 3.917 -0.641  -0.376
H 0.001 0.568 -2.888  0.091
H 0.667 1.043 -5.206  0.489
H -0.941 2.071 -6.781  0.373
H -3.223 2.640 -6.020  0.386
H -3.906 2.173 -3.702  0.388
H -0.210 3.175 -0.785  0.401
H -0.043 5.561 -0.353  0.447
H -2.086 6.942 -0.114  0.373
H -4.312 5.878 -0.297  0.393
H -4.500 3.467 -0.704  0.386

***

Density functional theory data (the ωB97M-V functional and the def2-TZVPD basis) for C38H25GeN8OS2Tl as an isolated structure.

Its net charge is -2. Its energy above the lowest of the compared OMol25 structures with the same formula, charge and spin is 171.3 kJ/mol. The HOMO-LUMO gap (spin up / spin down) comes out at 5.8 / 4.1 eV. The value obtained for the total energy is -5022.0888 hartree. For the largest force on an atom, the calculation gives 0.432 eV/Å. The value obtained for the lowest unoccupied orbital energy (spin up / spin down) is 4.0 / 4.0 eV. The calculation puts the HOMO energy (spin up / spin down) at -1.786 / -0.152 eV.

Each line ends with the Mulliken charge.
CARTESIAN COORDINATES (ANGSTROEM)
Tl -0.330 0.946 1.071  0.944
O 1.955 -0.045 1.792  -0.618
N 2.364 -0.630 2.889  0.409
C 3.506 -1.357 2.792  -0.292
C 4.055 -2.024 3.852  -0.763
C 3.400 -1.950 5.084  -0.156
C 2.239 -1.224 5.175  -0.842
C 1.658 -0.546 4.073  0.253
S 0.199 0.321 4.168  -0.353
H 3.927 -1.348 1.797  0.500
H 4.967 -2.589 3.709  0.388
H 3.801 -2.455 5.955  0.333
H 1.701 -1.144 6.109  0.371
S -2.725 8.815 1.221  -0.129
N -1.699 7.980 2.235  -0.839
C -1.473 6.811 1.611  0.590
C -0.622 5.762 2.105  0.814
C 0.106 5.907 3.303  -0.511
C 0.910 4.892 3.736  -0.861
C 0.973 3.711 2.973  -0.157
N 0.310 3.546 1.850  -0.245
C -0.472 4.554 1.385  -0.425
C -1.141 4.400 0.108  -0.466
N -0.951 3.256 -0.589  -0.185
C -1.505 3.125 -1.772  -0.079
C -2.302 4.125 -2.364  -0.942
C -2.519 5.280 -1.669  -0.572
C -1.942 5.452 -0.394  0.755
C -2.130 6.657 0.366  0.680
N -2.884 7.704 -0.012  -0.844
H 0.006 6.834 3.855  0.478
H 1.484 4.974 4.650  0.386
H 1.555 2.861 3.313  0.350
H -1.328 2.183 -2.290  0.265
H -2.715 3.968 -3.353  0.436
H -3.123 6.085 -2.071  0.478
C 0.772 -0.251 -1.362  -1.134
Ge 0.093 -2.055 -1.229  1.880
C 1.347 -3.411 -1.887  -0.299
C 2.656 -3.079 -2.238  -0.294
C 3.557 -4.058 -2.651  -0.584
C 3.155 -5.386 -2.723  -0.359
C 1.853 -5.733 -2.376  -0.718
C 0.960 -4.753 -1.959  -0.028
C -0.311 -2.660 0.582  -0.089
C 0.737 -3.029 1.425  -0.705
C 0.499 -3.403 2.742  -0.415
C -0.800 -3.413 3.235  -0.498
C -1.856 -3.062 2.405  -0.639
C -1.612 -2.687 1.088  -0.021
C -1.521 -2.136 -2.346  0.074
C -2.542 -1.213 -2.088  -0.141
C -3.622 -1.073 -2.952  -0.821
C -3.693 -1.847 -4.105  -0.448
C -2.683 -2.755 -4.386  -0.679
C -1.605 -2.894 -3.514  -0.351
H 2.971 -2.040 -2.189  0.381
H 4.571 -3.783 -2.920  0.371
H 3.853 -6.149 -3.046  0.351
H 1.536 -6.769 -2.428  0.361
H -0.049 -5.037 -1.673  0.390
H 1.758 -3.005 1.057  0.309
H 1.330 -3.655 3.390  0.333
H -0.985 -3.672 4.271  0.339
H -2.869 -3.053 2.790  0.375
H -2.444 -2.396 0.455  0.246
H -2.485 -0.573 -1.210  0.299
H -4.394 -0.343 -2.735  0.412
H -4.519 -1.721 -4.795  0.348
H -2.719 -3.341 -5.297  0.360
H -0.814 -3.595 -3.760  0.304
N -0.609 0.623 -7.037  -0.624
C -0.143 0.805 -5.989  0.485
N 0.459 1.103 -4.857  -0.793
C 0.341 0.510 -3.724  0.635
N 0.573 0.152 -2.623  0.236

***

Which of these has the highest largest force on an atom? C38H22Cl5F12InNO2Te

***

Which of these has the highest largest force on an atom? C38H22Cl5F12InNO2Te